Density functional theory data (wB97M-V/def2-TZVPD) for a 11-piece molecular cluster, C60H149N11O14 overall in a non-equilibrium geometry.

XYZ file:
```
234
Properties=species:S:1:pos:R:3:forces:R:3
C -9.29585 12.22425 -7.63939 1.0924 -0.7946 -0.2710
C -9.79684 13.50884 -7.07066 -1.5499 1.0694 -0.0526
C -11.34792 13.55014 -7.42710 0.6742 0.6173 1.6082
C -12.08583 14.62147 -6.58498 0.5863 -0.3867 -1.4707
C -11.88126 14.37787 -5.10458 -1.1592 -0.5371 -1.2766
C -10.40127 14.39565 -4.70624 -2.0636 0.9709 0.7704
N -9.68423 13.46642 -5.58007 -1.2958 -0.8182 0.1808
O -8.39853 13.22686 -5.09004 1.0151 1.5422 -0.8436
C -9.98685 15.90163 -4.71365 1.1751 -1.6707 1.1438
C -10.42650 13.82354 -3.24610 0.8697 -0.8338 -0.4792
C -9.13174 14.74929 -7.73803 0.7947 -0.3144 0.1039
H -9.87459 11.34630 -7.35241 -0.2837 0.1197 0.2322
H -8.27434 12.01756 -7.32019 0.1704 0.0599 -0.0122
H -9.29349 12.25107 -8.72907 -0.0852 0.0884 -0.0625
H -11.52991 13.69641 -8.49180 0.3545 -0.0005 -0.0681
H -11.76075 12.58374 -7.13771 -0.0774 -0.1552 -0.0517
H -13.11358 14.61687 -6.94803 -0.3834 -0.1263 0.5707
H -11.74498 15.61656 -6.87081 0.2552 0.1580 0.0333
H -12.33125 13.40817 -4.89174 0.1126 -0.3042 0.1896
H -12.54853 15.08722 -4.61503 0.6105 0.2299 0.6767
H -10.56255 16.39875 -3.93292 -0.4866 0.3423 -0.5759
H -9.00466 15.86722 -4.24224 0.5599 0.4586 -0.5329
H -9.96191 16.33834 -5.71202 -0.1535 0.1947 0.3911
H -11.19341 14.11946 -2.53030 -0.0846 0.9730 -0.4535
H -10.65052 12.76038 -3.33336 0.1963 -0.3081 -0.2403
H -9.45103 13.88129 -2.76314 0.0481 0.1839 0.0411
H -8.59060 14.53718 -8.66014 -0.2771 -0.5157 -0.2381
H -8.32017 15.11936 -7.11152 -0.2511 0.3050 0.3200
H -9.83815 15.53539 -8.00475 0.0044 0.0758 0.3898
H -8.36659 12.40560 -4.59393 -0.2979 -0.9099 0.0952
C -11.08063 1.97805 -2.48696 -0.0916 -0.1911 0.0643
C -11.69551 2.85388 -1.35082 0.5242 -0.4939 -0.7045
C -11.13148 2.36431 0.04923 -1.2374 0.3619 -0.1127
C -11.30856 3.39429 1.17040 -0.2262 -0.3674 -0.3215
C -10.64048 4.71520 0.78410 -0.1678 -2.0543 1.0307
C -11.21406 5.24831 -0.50565 0.8192 -0.0175 0.1889
N -11.29722 4.20848 -1.57857 2.7536 1.7005 1.6539
O -11.42224 4.75800 -2.86333 -1.2789 -0.0083 0.3698
C -12.55087 5.86224 -0.22452 -0.6562 0.2754 -1.0307
C -10.23897 6.37494 -0.80183 -0.0543 0.7499 -1.6267
C -13.22753 2.75819 -1.46283 -0.3084 -0.5873 0.2343
H -10.01735 2.14021 -2.66371 0.0135 0.2998 0.3419
H -11.56604 2.15337 -3.44703 -0.1770 0.2134 0.0163
H -11.18668 0.90935 -2.30059 -0.2181 -0.0541 0.3247
H -11.75661 1.50753 0.30064 0.0879 -0.2982 -0.0063
H -10.09624 2.02639 0.09593 0.1176 0.1049 -0.8247
H -10.95909 2.96545 2.10959 0.4252 0.0992 0.0153
H -12.37723 3.50213 1.35594 -0.1889 0.4371 -0.1152
H -9.56592 4.55868 0.68964 0.1450 -0.2006 -0.1705
H -10.74594 5.40100 1.62473 -0.2338 0.4167 -0.2959
H -12.83119 6.32062 -1.17289 -0.4605 0.2397 -0.0421
H -13.30802 5.10753 -0.01184 0.0371 0.2500 0.3708
H -12.49636 6.65700 0.51945 -0.1468 -0.2024 0.1248
H -10.17227 7.06680 0.03781 -0.0792 -0.1126 0.0843
H -9.22604 6.08658 -1.08276 0.0313 -0.4858 0.2592
H -10.58305 6.95034 -1.66126 -0.1637 0.2189 -0.0620
H -13.52797 1.77886 -1.83530 -0.1267 -0.2498 0.3028
H -13.64657 3.46480 -2.17922 0.3907 0.2112 -0.0778
H -13.71492 2.96190 -0.50938 -0.0570 -0.1465 0.1063
H -10.67380 4.43673 -3.37150 0.6538 -0.2172 -0.0622
C -12.05087 10.88284 -9.87349 -1.3783 -0.1756 -0.0396
O -10.90728 10.26754 -10.37240 0.1763 -0.3099 0.0088
C -10.72245 8.98384 -9.79541 0.3849 -0.0585 0.7978
C -9.30267 8.86348 -9.28775 0.3203 -0.7179 -1.6034
N -8.43782 8.55089 -10.43194 1.1606 -0.2549 0.4139
C -6.97216 8.52596 -10.16165 -1.5473 0.1315 -0.4538
C -6.22814 8.37169 -11.48314 0.4807 0.0575 0.5083
O -6.44187 9.52795 -12.31161 -0.8296 -1.3619 -0.4524
C -6.36221 9.15638 -13.68588 0.5066 1.4295 -0.9012
H -12.34234 11.78119 -10.41765 0.8074 0.3310 0.0731
H -11.99057 11.03167 -8.79538 0.0306 0.3034 0.0405
H -12.92503 10.25546 -10.04769 -0.2116 -0.4417 0.1614
H -11.04098 8.19365 -10.47528 0.4828 -0.0304 -0.4701
H -11.28467 8.72708 -8.89759 -0.8997 1.0284 0.1833
H -9.31009 8.03336 -8.58138 0.4320 -0.0923 0.1231
H -9.00771 9.77774 -8.77276 -0.0859 0.1069 0.2045
H -8.59924 9.19395 -11.19387 -0.1307 0.2742 0.0454
H -6.80639 7.73762 -9.42740 0.3599 -0.4088 -0.3756
H -6.61805 9.42143 -9.65091 0.0555 0.5144 -0.0616
H -6.48264 7.46336 -12.02929 -0.5485 -0.0205 0.1205
H -5.16384 8.25621 -11.27811 0.3325 0.2186 0.0972
H -5.34158 9.33929 -14.02198 0.3688 -0.7333 -0.0256
H -6.89607 9.82751 -14.35870 -0.4916 0.6546 0.6540
H -6.76014 8.20305 -14.03357 0.2657 -0.5063 0.8902
C -6.70032 8.35845 -6.52028 -0.4771 1.0180 0.0111
O -8.04230 8.67446 -6.09184 0.3278 -0.5573 -0.8100
C -8.60294 7.80439 -5.16294 -2.1434 0.8971 2.0011
C -10.12648 8.16207 -4.82370 0.0814 0.1846 -0.3515
N -10.50478 9.58217 -4.60049 0.8390 -0.4975 -0.3136
C -11.92764 9.85319 -4.50593 -0.7959 -0.4783 0.2931
C -12.58090 9.20444 -3.29042 -0.3609 -0.3955 0.2572
O -13.89983 9.73680 -2.99713 0.9684 0.5199 -1.2708
C -14.73716 8.84082 -2.32333 0.8118 -0.2331 1.0012
H -6.57884 7.35269 -6.92253 -0.1833 -0.1430 0.1461
H -5.96361 8.57051 -5.74543 -0.0917 -0.3869 0.4108
H -6.48071 9.08931 -7.29856 -0.0739 -0.2216 -0.1590
H -8.15690 7.91519 -4.17457 0.8049 -0.1660 -0.0721
H -8.61959 6.73820 -5.38891 0.2837 -0.1132 -0.5683
H -10.37330 7.66321 -3.88652 0.2387 -0.3952 0.0303
H -10.77660 7.71568 -5.57615 -0.2128 -0.0900 -0.4195
H -10.17209 10.12577 -5.38401 0.1082 0.1522 -0.2787
H -12.46777 9.42246 -5.34905 -0.1488 0.4105 -0.5891
H -12.06567 10.93221 -4.43695 -0.0249 0.0583 -0.2380
H -11.87905 9.28038 -2.45991 -0.2280 0.2337 0.5707
H -12.69966 8.13946 -3.48997 -0.0219 -0.2744 0.0167
H -14.86442 7.90650 -2.87010 -0.0478 -0.1438 -0.0447
H -15.70485 9.27093 -2.06507 0.0867 0.2421 -0.4941
H -14.23627 8.67017 -1.37040 -0.2345 -0.7434 0.3257
C -4.06128 5.04611 -5.33521 -0.8114 0.3418 -0.6434
O -3.54157 6.36410 -5.55283 -0.3732 -0.7727 2.4913
C -3.03646 6.51049 -6.80412 0.7004 0.4221 -2.6658
C -2.43279 7.89924 -7.09746 -1.3569 -1.1196 1.6338
N -3.52128 8.85056 -7.18615 1.1018 1.7786 -1.3289
C -2.95250 10.12703 -7.69628 -2.5491 1.3604 0.4663
C -4.02817 11.23706 -7.50258 0.0608 -0.4461 1.3492
O -4.35706 11.40167 -6.07180 1.2377 -0.2191 -0.9176
C -5.66065 11.87712 -5.83028 -0.6968 -0.1729 -0.7558
H -5.01027 4.89742 -5.85039 -0.1408 0.2644 -0.8384
H -4.44368 4.85378 -4.33277 1.1175 0.3806 0.3890
H -3.39670 4.28145 -5.73733 0.2815 -0.0593 0.4465
H -3.84996 6.34043 -7.50939 -0.2201 0.1529 -0.5223
H -2.27967 5.78573 -7.10429 0.3446 -0.5657 0.5472
H -1.84140 7.86318 -8.01237 -0.1665 0.0547 -0.0067
H -1.81468 8.17717 -6.24377 0.6708 -0.1420 -0.0316
H -3.89336 9.09070 -6.27841 0.0630 -0.2959 0.3585
H -2.86393 10.09858 -8.78231 0.5392 -0.3024 -0.0196
H -2.07009 10.54972 -7.21587 0.5352 -0.7004 0.1239
H -4.89588 10.91167 -8.07643 -0.3757 0.2400 0.1279
H -3.65665 12.19931 -7.85492 -0.0620 0.0233 -0.2294
H -5.85929 12.37594 -4.88170 0.8584 -0.3799 0.3509
H -6.31096 11.00411 -5.88566 -0.5030 0.3512 -0.1306
H -5.95833 12.64174 -6.54780 -0.0764 -0.0988 -0.4082
C -7.06634 4.73405 -3.36827 -0.2573 1.3766 -0.5630
C -7.45174 3.34221 -3.71669 -0.7588 -1.2590 1.3589
C -8.29685 3.19061 -4.97154 -0.1029 1.1046 -0.5740
O -9.53870 3.86023 -4.74106 -0.4936 0.2821 -0.7024
C -10.34839 4.18219 -5.90240 -0.0873 -0.6012 0.6198
N -6.28033 2.51538 -3.73183 1.7384 -0.8860 -0.6681
H -6.25344 4.78705 -2.64406 -0.1150 -0.1240 0.1178
H -7.92341 5.28968 -2.98772 0.0259 0.0007 0.1336
H -6.74912 5.27080 -4.26234 0.2013 0.1204 -0.0570
H -8.03175 2.96385 -2.87495 -0.8623 0.2032 0.0507
H -8.41049 2.15829 -5.30243 -0.2588 -0.2825 0.3298
H -7.85181 3.71852 -5.81497 0.5767 0.0078 -0.1198
H -11.10889 4.89534 -5.58433 0.1603 0.0627 0.1474
H -10.88436 3.30141 -6.25603 0.0264 -0.2812 0.0577
H -9.83559 4.58713 -6.77485 0.6211 0.1413 0.2806
H -6.44321 1.52842 -3.59224 -0.5950 -0.1906 -0.4694
H -5.68240 2.70372 -2.93993 0.0852 0.5881 0.0114
C -14.08568 5.31409 -4.67954 0.0693 -0.2814 1.2338
C -14.44873 4.08329 -5.50143 0.9158 0.7414 -0.7359
C -15.47800 3.15415 -4.87479 -0.3346 0.9937 0.5057
O -16.48827 3.97074 -4.26712 -0.2801 0.1553 -0.0770
C -17.25252 3.30223 -3.27496 0.8159 -0.6643 -0.3170
N -14.72105 4.56696 -6.88054 -0.3927 -0.5254 0.7728
H -13.73882 4.97883 -3.70209 0.2858 0.0294 0.0648
H -14.89223 5.99812 -4.41557 -0.3898 -0.1437 -0.5792
H -13.28119 5.89929 -5.12500 -0.0181 -0.1893 -0.1991
H -13.54591 3.47870 -5.58804 0.2556 -0.0566 0.0345
H -15.02038 2.51152 -4.12266 0.1968 0.0447 0.2822
H -15.84942 2.48940 -5.65470 -0.5125 -0.0695 -0.1001
H -17.96965 3.91091 -2.72420 -0.0184 0.4950 -0.7292
H -16.56863 2.94488 -2.50510 0.1437 -0.4049 0.1440
H -17.73677 2.45614 -3.76252 -0.3617 -0.1856 0.3543
H -14.75111 3.76724 -7.49668 -0.0574 -0.1437 -0.2761
H -15.67016 4.90870 -6.83044 -0.3113 0.3619 -0.3897
C -16.50398 12.19323 -2.00984 1.3850 -0.0966 -0.0436
C -15.13646 12.80054 -1.48954 -0.8086 -0.8601 1.0584
C -14.67674 12.13302 -0.15396 -1.7798 0.7669 0.4361
O -13.60543 12.78855 0.57229 -0.0059 -1.8581 -0.2544
C -13.78832 14.12989 0.84290 -0.3532 1.5685 -1.0766
N -14.03866 12.62673 -2.41624 -0.5632 0.5191 -0.5887
H -16.72199 12.64569 -2.97724 -0.1296 0.1590 0.0848
H -17.35203 12.29842 -1.33320 0.2104 0.3722 0.1221
H -16.42016 11.12454 -2.20726 0.1890 -0.0690 0.0262
H -15.36634 13.85537 -1.33929 0.2805 0.1292 0.1358
H -14.46623 11.07295 -0.29545 1.0123 0.1519 -0.4088
H -15.57132 11.99005 0.45218 -0.1254 0.7230 0.7720
H -13.00800 14.64357 1.40446 0.3315 -1.0202 0.5531
H -14.74428 14.38019 1.30287 -0.2339 -0.1819 0.1043
H -13.70650 14.67461 -0.09768 -0.4699 0.3644 -0.3043
H -13.98949 11.62080 -2.49229 0.5478 -0.3035 -0.5111
H -13.23198 12.91405 -1.88070 0.5177 0.0144 -0.1895
C -15.09420 11.39647 -5.61569 1.8105 -1.7789 0.8036
C -15.17094 11.50518 -7.12157 0.1524 -0.2057 0.3814
C -15.22737 10.07696 -7.82950 -1.4685 2.3689 0.3335
O -14.04159 9.43537 -7.64265 1.5233 0.0405 1.0804
C -14.03618 8.03567 -7.71538 0.0577 0.3539 0.1234
N -16.32403 12.36471 -7.33293 -0.5076 -0.5780 -1.6595
H -15.07729 12.27035 -4.96443 0.1661 0.5457 -0.6897
H -14.18521 10.83952 -5.38843 0.0666 0.0141 0.3862
H -15.87908 10.78054 -5.17672 -0.4293 -0.2343 -0.3510
H -14.28459 11.98332 -7.53855 0.1499 0.1606 0.0973
H -15.41121 10.21946 -8.89439 -0.2725 0.1493 -0.2647
H -16.08784 9.56643 -7.39700 -0.1428 -0.4880 0.1076
H -14.83581 7.61267 -7.10730 -0.2560 -0.1811 -0.2198
H -13.10168 7.70953 -7.25884 0.0944 -0.1287 -0.2661
H -14.09080 7.76260 -8.76922 -0.1045 -0.5995 0.0164
H -16.09604 13.26903 -6.94522 -0.1906 0.0566 0.1020
H -17.01214 11.92265 -6.74030 -0.6378 0.5513 0.0270
C -14.47876 8.01826 2.66009 0.1536 0.1021 -0.4331
C -15.22564 8.72163 1.51369 0.7638 -1.0605 2.1182
C -16.17227 7.72597 0.84004 -0.3307 -0.0650 -1.5062
O -15.44416 6.62140 0.31239 0.0520 -1.4584 0.5314
C -16.18195 5.62141 -0.49052 0.6283 1.6150 0.7178
N -15.86447 9.86366 2.10206 -1.4020 0.9269 -0.9778
H -13.97442 8.80868 3.21593 0.7383 -0.1384 -0.2769
H -13.81427 7.32384 2.14594 0.2366 -0.3899 0.9246
H -15.11911 7.60828 3.44111 -0.2774 -0.6364 -0.4188
H -14.38077 9.09059 0.93217 -0.4621 -0.1284 -0.9665
H -16.71853 8.17152 0.00865 -0.0208 0.5595 -0.2716
H -16.97805 7.37870 1.48674 0.1409 -0.0201 0.7118
H -15.69329 4.64873 -0.54712 1.0464 0.5028 -0.0639
H -16.20891 6.14594 -1.44562 -0.7413 -0.7887 -0.3987
H -17.12732 5.28121 -0.06787 -0.5246 0.9384 0.0570
H -16.68767 9.61281 2.63076 0.0671 0.0180 0.2223
H -15.20745 10.36733 2.68062 -0.1774 0.0271 0.0635
C -8.64792 9.38676 -1.80158 -1.1547 -0.6814 -0.2517
C -7.65589 10.28228 -2.49568 0.7808 0.9323 0.8665
C -6.20562 9.82996 -2.23105 -0.8003 0.3668 0.2064
O -5.99142 8.52220 -2.75569 -0.6310 0.6456 0.5424
C -4.75352 7.95463 -2.41136 0.1170 0.2768 0.0290
N -7.86802 10.57590 -3.90115 -0.0190 -0.8190 -0.1427
H -8.65314 9.43252 -0.71255 0.8221 -0.1433 0.1041
H -8.58636 8.35679 -2.15300 0.0340 -0.1185 0.2521
H -9.66673 9.72372 -1.99280 -0.0543 0.0779 -0.5204
H -7.82243 11.22728 -1.97863 0.6207 0.3674 0.2083
H -6.13115 9.90634 -1.14628 0.3823 -0.6824 0.3654
H -5.46600 10.53775 -2.60534 0.0307 0.0970 -0.4860
H -4.46535 8.09423 -1.36945 -0.4695 -0.0556 0.4422
H -3.94966 8.45907 -2.94749 0.1856 -0.3788 -0.5262
H -4.85957 6.88877 -2.61327 0.4648 0.1153 -0.2106
H -7.36275 9.86114 -4.40505 0.5638 0.2231 -0.3721
H -8.80035 10.26422 -4.13291 -0.6137 0.4105 0.2608
```
Forces are in eV/Å.

Computed properties:
ΔE to the lowest compared entry with this formula, charge and spin = 15.8 kcal/mol
Total energy = -4030.6349 hartree
Max |F| = 0.07068 Eh/bohr
Total charge = 0
Kohn-Sham gap = 8.06 eV